(1)
A structure of composition C35H47N5O4PS2Ti. Source: the OMol25 dataset; level of theory: ωB97M-V/def2-TZVPD.

Values from the calculation:
**HOMO**: -0.585 hartree
**Lowest unoccupied orbital energy**: -0.32993 hartree
**Total charge**: +3
**Relative energy (zero: lowest compared OMol25 entry of this formula, charge and spin)**: 0.0 kJ/mol
**Frontier orbital gap**: 6.95 eV

Last column: Löwdin charge in e.
Element x y z (Å)
H 4.176 1.391 2.971  0.12
H -3.359 -2.136 0.662  0.12
C -1.153 -3.999 3.393  0.03
C 4.362 -0.863 -2.432  -0.18
H 0.067 -4.275 -1.385  0.11
H -3.377 3.579 4.207  0.13
H -2.127 -5.377 -1.319  0.08
H 3.232 4.367 2.135  0.17
H 4.753 -1.238 -3.375  0.13
H 4.835 4.133 -0.251  0.12
N -0.141 -1.079 1.862  0.13
C -4.426 -0.364 0.044  -0.02
C -2.067 2.401 1.313  -0.22
H -2.105 -5.433 0.444  0.08
H 2.442 -0.813 -3.517  0.10
C -1.288 -2.060 4.975  0.03
H 7.877 1.313 0.805  0.12
H 4.543 -2.905 -1.716  0.12
C -0.459 -4.325 -0.426  -0.28
H -0.954 -6.400 -0.485  0.10
C 6.063 1.206 1.952  -0.06
C -0.406 1.024 -4.326  -0.03
H -2.918 -0.730 -3.533  0.06
C 4.603 -1.891 -1.312  -0.21
H 5.588 -1.780 -0.863  0.13
H -0.591 -2.475 5.703  0.11
H -3.965 -1.535 -4.717  0.10
H -0.209 0.774 3.626  0.10
H 3.569 -0.701 0.205  0.08
H -1.236 -0.975 4.999  0.08
C -3.740 -1.442 -3.655  -0.06
C 6.436 2.752 0.145  -0.05
O -2.034 -0.815 -0.273  -0.45
H 0.282 -4.488 0.358  0.11
H 0.107 0.167 -2.452  0.05
H 3.455 -2.477 0.473  0.11
C 4.380 2.803 1.369  -0.29
C 4.806 1.751 2.167  -0.04
H 6.422 0.410 2.592  0.12
C -0.982 1.403 3.200  -0.11
N -0.966 -2.561 3.631  -0.13
C 6.881 1.712 0.949  -0.06
C -1.760 2.169 4.056  -0.04
H -5.242 -0.453 0.761  0.10
H 2.585 0.427 -2.251  0.08
H -0.058 3.470 1.601  0.07
N 3.138 3.473 1.669  0.08
C -1.882 2.911 -4.300  0.01
C 1.914 3.053 1.373  -0.70
H 4.877 0.069 -2.210  0.12
H -2.590 -3.270 -3.718  0.12
H -4.624 -1.044 -3.156  0.08
C -1.479 -5.446 -0.448  -0.05
C -1.127 2.019 -5.006  -0.03
C -2.742 3.640 -0.775  0.04
C -3.205 -1.062 0.597  -0.20
P -1.495 -2.065 -1.350  0.94
C -1.146 1.453 1.816  -0.23
C 2.853 -0.590 -2.534  -0.27
O 0.958 -0.820 -0.608  -0.79
H 1.009 4.627 2.312  0.14
H -4.222 -3.464 -3.071  0.13
C -0.454 0.929 -2.959  -0.05
C -3.360 -2.802 -3.103  -0.23
C -2.741 3.010 3.542  -0.02
C -0.528 -1.777 2.714  -0.17
C -2.061 2.589 -0.141  -0.21
H -2.298 -2.373 5.236  0.11
H -3.231 4.555 -2.636  0.14
H 7.075 3.152 -0.631  0.12
C -1.236 1.824 -2.202  -0.17
H 0.191 0.322 -4.895  0.12
S 1.691 1.614 0.441  0.81
H -2.442 3.687 -4.805  0.13
H -3.298 4.351 -0.183  0.12
H -2.171 -4.273 3.665  0.11
O -1.057 -3.039 -0.131  -0.35
Ti -0.435 0.228 0.312  0.92
C 3.514 -1.683 -0.269  -0.28
C -2.699 3.757 -2.132  0.06
O -2.893 -2.740 -1.722  -0.29
H -3.621 3.826 1.779  0.12
H -2.948 -0.676 1.583  0.11
H -1.613 2.113 5.127  0.12
S 2.035 -1.678 -1.313  1.08
N -1.304 1.721 -0.824  0.02
H -0.458 -4.570 4.008  0.11
H -0.987 -4.229 2.344  0.07
N 0.881 3.790 1.763  0.17
C -2.880 3.142 2.170  0.01
C 5.179 3.301 0.352  -0.01
H -4.739 -0.825 -0.890  0.07
C -1.951 2.838 -2.892  -0.13
H -1.073 2.079 -6.084  0.13
H -4.230 0.696 -0.125  0.08



(2)
A structure of composition C35H48IrN2P2Se2Si2. Source: the OMol25 dataset; level of theory: ωB97M-V/def2-TZVPD.

Values from the calculation:
**HOMO (spin up / spin down)**: -0.374 / -0.368 hartree
**Lowest unoccupied orbital energy (spin up / spin down)**: -0.11582 / -0.13301 hartree
**Total charge**: +1
**Frontier orbital gap (spin up / spin down)**: 7.02 / 6.39 eV

Last column: Löwdin charge in e.
Element x y z (Å)
H -0.706 -0.686 3.037  0.07
H -5.725 -0.343 -1.809  0.04
C 0.111 -0.827 0.063  -0.45
H 4.282 -2.609 -2.444  0.11
C -3.388 0.612 3.031  -0.07
C -1.832 -2.537 -1.133  -0.28
Si -3.477 0.720 -1.614  0.39
H -4.915 2.735 -1.165  0.03
H 1.970 2.405 -4.895  0.04
H 5.127 0.414 2.502  0.02
C 3.065 -1.897 -0.835  -0.10
H 3.521 -1.313 3.079  0.09
H -4.475 -1.488 -2.278  0.03
H 2.108 0.735 -4.306  0.03
H -3.420 2.866 -0.270  -0.02
H 2.868 3.021 -0.941  -0.05
H -3.151 -3.033 1.765  0.10
C 1.389 -0.949 5.669  -0.06
C 4.366 -3.903 -0.742  -0.07
C -0.702 4.276 -1.822  -0.50
H 3.987 3.428 2.626  0.03
Se 0.321 3.798 -0.184  0.94
C 3.930 -2.787 -1.439  -0.07
H -0.518 4.210 -3.954  0.08
C 2.591 -1.169 3.606  -0.10
C -1.053 4.165 1.141  -0.34
H 3.497 -1.285 5.541  0.11
C 3.103 2.835 2.420  -0.16
C 0.208 -0.781 4.965  -0.06
H -3.574 -3.429 -0.243  0.09
C 3.770 2.516 -0.603  -0.19
H -0.722 -0.627 5.494  0.11
C 2.580 -1.149 4.988  -0.06
H 2.724 -1.006 -1.347  0.09
N -1.910 0.284 -0.989  -0.37
C -4.119 -0.396 3.643  -0.06
H 4.278 -4.996 1.093  0.11
H 2.313 3.524 2.126  -0.01
C 1.909 1.765 -4.018  -0.35
H -1.975 3.647 0.894  0.00
H 4.867 -0.505 1.024  0.01
H 2.799 2.356 3.346  0.02
C -3.241 -2.005 2.080  -0.07
C -2.823 -3.501 -1.013  -0.09
C 0.216 -0.808 3.581  -0.06
H 2.713 -3.440 2.172  0.11
H -4.691 1.809 0.312  0.02
C 2.636 -2.115 0.473  -0.30
H -2.754 2.328 -3.399  -0.01
H -1.697 3.828 -1.731  0.05
C -4.731 -0.708 -1.566  -0.16
C -4.027 -1.697 3.180  -0.06
H -2.604 0.675 -3.974  0.00
H -0.152 -1.850 -2.263  0.08
C 3.051 -3.249 1.161  -0.07
C -0.952 -3.670 -3.067  -0.06
P -1.599 -1.053 -0.117  0.71
C 1.406 -1.006 2.895  -0.27
H -4.572 -2.480 3.681  0.11
H -3.409 1.616 3.429  0.11
C -0.905 -2.622 -2.171  -0.09
C -3.227 1.349 -3.395  -0.20
Se 0.091 1.833 -3.314  0.95
H 2.611 2.086 -3.255  0.01
C 4.972 0.497 1.431  -0.16
H -0.667 3.802 2.090  0.03
H 4.538 3.272 -0.482  0.03
H -0.228 -3.735 -3.866  0.11
Ir 0.248 1.183 -0.738  0.74
C -2.864 -4.557 -1.910  -0.07
H -3.630 -5.312 -1.810  0.11
H 1.382 -0.925 6.748  0.11
C -1.932 -4.642 -2.931  -0.07
H 1.041 4.157 -3.091  0.07
H -0.810 5.367 -1.843  0.08
H -4.773 -1.154 -0.575  0.02
Si 3.452 1.572 1.031  0.38
C -4.192 2.171 -0.583  -0.16
H -2.070 1.094 1.403  0.08
H -1.224 5.240 1.194  0.04
N 2.021 0.656 0.674  -0.37
H -1.980 -5.458 -3.632  0.11
H -4.180 1.451 -3.898  0.03
H 4.096 1.830 -1.379  0.02
P 1.512 -0.830 1.086  0.73
H -4.755 -0.167 4.483  0.11
C 3.925 -4.132 0.550  -0.07
C 0.005 3.812 -3.079  -0.50
C -2.587 -0.981 1.407  -0.30
C -2.637 0.321 1.913  -0.14
H 5.055 -4.594 -1.202  0.11
H 5.870 0.931 1.003  0.03



Number 1: F_max 1.9 eV/A, DFT total energy -106753.421 eV. Number 2: F_max 4.4 eV/A, DFT total energy -207915.334 eV.